1.
{"formula": "C36H86N2O8", "method": "ωB97M-V/def2-TZVPD", "smiles": "CC1(C)CCCC(C)(C)N1O.CC1(C)CCCC(C)(C)N1O.CC(C)O.CC(C)O.CC(C)O.CC(C)O.CC(C)O.CC(C)O", "symbols": ["C", "C", "C", "O", "H", "H", "H", "H", "H", "H", "H", "H", "C", "C", "C", "O", "H", "H", "H", "H", "H", "H", "H", "H", "C", "C", "C", "O", "H", "H", "H", "H", "H", "H", "H", "H", "C", "C", "C", "O", "H", "H", "H", "H", "H", "H", "H", "H", "C", "C", "C", "O", "H", "H", "H", "H", "H", "H", "H", "H", "C", "C", "C", "O", "H", "H", "H", "H", "H", "H", "H", "H", "C", "C", "C", "C", "C", "C", "N", "O", "C", "C", "C", "H", "H", "H", "H", "H", "H", "H", "H", "H", "H", "H", "H", "H", "H", "H", "H", "H", "H", "H", "C", "C", "C", "C", "C", "C", "N", "O", "C", "C", "C", "H", "H", "H", "H", "H", "H", "H", "H", "H", "H", "H", "H", "H", "H", "H", "H", "H", "H", "H"], "xyz": [[0.706, 3.354, 4.184], [0.251, 2.573, 5.423], [0.094, 1.073, 5.158], [1.096, 2.763, 6.535], [0.678, 4.410, 4.454], [0.135, 3.270, 3.259], [1.732, 3.157, 3.875], [-0.759, 2.928, 5.625], [0.964, 0.525, 5.520], [-0.074, 0.921, 4.092], [-0.695, 0.545, 5.693], [0.886, 3.628, 6.895], [-1.510, -3.729, -3.944], [-0.676, -4.460, -2.889], [-1.227, -4.246, -1.463], [-0.830, -5.837, -3.244], [-1.176, -4.069, -4.924], [-1.298, -2.662, -3.871], [-2.589, -3.846, -3.848], [0.364, -4.177, -3.051], [-2.076, -4.926, -1.403], [-1.454, -3.187, -1.338], [-0.590, -4.561, -0.636], [-0.579, -6.071, -4.141], [-4.141, -3.892, 1.545], [-3.290, -2.641, 1.785], [-3.910, -1.420, 1.066], [-3.212, -2.394, 3.149], [-3.592, -4.630, 0.960], [-5.016, -3.729, 0.916], [-4.483, -4.442, 2.422], [-2.296, -2.893, 1.416], [-3.299, -0.517, 1.055], [-4.904, -1.226, 1.470], [-3.960, -1.499, -0.020], [-3.925, -1.805, 3.407], [-3.044, 2.399, 3.409], [-4.051, 1.619, 4.190], [-4.886, 2.540, 4.914], [-4.750, 0.872, 3.268], [-2.529, 3.122, 4.043], [-3.553, 2.839, 2.552], [-2.211, 1.789, 3.060], [-3.403, 1.031, 4.841], [-5.833, 2.050, 5.137], [-5.199, 3.335, 4.237], [-4.463, 3.018, 5.798], [-4.956, 1.316, 2.442], [-3.688, 3.925, -7.569], [-3.153, 4.544, -6.206], [-3.482, 3.835, -4.892], [-1.748, 4.612, -6.422], [-4.717, 4.237, -7.744], [-3.709, 2.860, -7.334], [-2.965, 4.115, -8.362], [-3.513, 5.561, -6.050], [-2.741, 3.908, -4.095], [-3.735, 2.778, -4.977], [-4.294, 4.465, -4.528], [-1.354, 3.744, -6.308], [4.058, -1.569, -6.049], [4.088, -2.764, -4.990], [2.901, -2.858, -4.012], [4.079, -3.989, -5.711], [5.117, -1.372, -6.216], [3.435, -0.725, -5.754], [3.518, -1.902, -6.935], [5.006, -2.618, -4.420], [2.968, -3.636, -3.252], [1.968, -3.077, -4.531], [2.845, -1.962, -3.394], [4.527, -4.698, -5.246], [1.709, -3.070, 3.831], [2.997, -2.606, 3.125], [2.777, -2.969, 1.651], [3.738, -2.436, 0.708], [3.870, -0.903, 0.879], [4.105, -0.337, 2.311], [3.240, -1.110, 3.287], [3.150, -0.643, 4.548], [5.588, -0.405, 2.726], [3.585, 1.123, 2.291], [4.197, -3.431, 3.612], [0.887, -2.468, 3.441], [1.673, -2.790, 4.884], [1.382, -4.082, 3.594], [2.934, -4.035, 1.486], [1.800, -2.700, 1.250], [3.572, -2.802, -0.305], [4.732, -2.801, 0.970], [2.989, -0.457, 0.418], [4.748, -0.585, 0.318], [6.185, 0.379, 2.260], [5.761, -0.237, 3.789], [5.929, -1.435, 2.618], [3.956, 1.809, 1.530], [2.504, 0.981, 2.270], [3.921, 1.598, 3.213], [4.577, -3.121, 4.585], [5.049, -3.557, 2.944], [3.806, -4.420, 3.852], [2.343, -0.123, 4.539], [-1.533, 0.301, -2.026], [-0.259, 0.707, -1.439], [0.739, 1.290, -2.553], [0.533, 2.732, -2.823], [0.538, 3.601, -1.581], [-0.526, 3.057, -0.569], [-0.258, 1.640, -0.283], [-0.954, 0.974, 0.763], [-0.258, 3.970, 0.619], [-2.017, 3.322, -1.051], [0.516, -0.648, -0.938], [-1.482, -0.685, -2.487], [-2.048, 0.992, -2.694], [-2.153, 0.221, -1.134], [1.728, 1.094, -2.139], [0.715, 0.829, -3.540], [-0.459, 2.833, -3.263], [1.304, 3.103, -3.498], [0.542, 4.683, -1.709], [1.468, 3.542, -1.015], [0.717, 3.655, 0.991], [-0.224, 5.051, 0.485], [-0.865, 3.734, 1.494], [-2.604, 2.428, -0.838], [-2.519, 4.011, -0.372], [-2.125, 3.634, -2.090], [-0.127, -1.472, -0.628], [1.091, -0.455, -0.033], [1.208, -0.956, -1.721], [-0.276, 0.815, 1.423]], "atomic_forces_ev_per_a": [[0.68, 0.54, 0.19], [-0.93, -0.76, -1.09], [0.36, -0.25, 0.08], [-0.05, 0.10, 0.01], [0.04, 0.21, -0.07], [-0.50, -0.40, 0.41], [0.20, -0.29, 0.32], [-0.15, 0.27, 0.37], [0.36, 0.18, -0.30], [0.13, -0.26, -0.01], [-0.38, 0.52, 0.09], [0.19, 0.10, 0.16], [0.50, 0.96, 0.40], [-0.92, -0.41, -1.15], [0.52, -0.62, -0.78], [0.04, -1.08, 1.39], [-0.15, 0.09, -0.11], [-0.05, 0.24, -0.18], [0.08, -0.34, 0.14], [0.17, 0.18, 0.46], [-0.47, 0.50, 0.05], [-0.37, -0.15, 0.10], [0.46, 0.06, -0.26], [0.17, 0.59, -0.04], [-0.34, -0.95, -1.05], [-1.22, 0.02, -1.02], [0.82, 0.02, -0.75], [0.70, 0.34, 1.26], [0.29, -0.08, 0.00], [-0.22, 0.40, 0.13], [0.22, 0.46, 0.32], [0.23, 0.47, 0.12], [0.20, 0.12, 1.10], [0.01, 0.08, -0.04], [-0.50, -0.94, -0.16], [-0.11, 0.17, -0.01], [1.57, 0.34, -0.18], [2.83, 0.53, -1.06], [-2.56, 1.33, 0.98], [-1.27, -2.43, -0.03], [-0.33, 0.55, -0.11], [0.26, 0.49, -0.02], [-0.26, -0.33, -0.39], [-0.72, -0.95, 0.18], [0.01, -0.08, 0.60], [0.09, 0.33, -0.11], [0.11, -0.26, 0.00], [0.30, 0.43, 0.19], [-0.40, -0.12, 2.46], [0.92, -0.60, -1.26], [-0.73, 0.38, -0.13], [0.74, 0.74, 0.41], [0.12, 0.03, -0.46], [-0.06, -0.28, -0.52], [-0.42, 0.28, 0.07], [0.37, 0.20, -0.50], [0.48, 0.27, -0.48], [-0.31, 0.06, -0.12], [-0.59, -0.82, 0.45], [-0.12, -0.14, 0.05], [-0.66, -1.76, 1.02], [-1.19, 0.42, 0.04], [0.21, 0.65, 0.26], [0.48, -0.01, -0.85], [-0.38, 0.56, -0.49], [0.61, 0.24, 0.61], [0.51, -0.36, -0.24], [0.15, -0.27, 0.09], [0.59, -0.43, -0.24], [-0.02, 0.42, -0.19], [-0.37, 0.38, -0.25], [0.04, 0.17, 0.25], [-0.50, 1.68, 0.04], [0.68, 0.42, -0.16], [-0.75, -0.80, -0.11], [2.68, 2.02, 0.21], [0.20, -0.41, -0.54], [-0.37, -0.55, 0.58], [-1.06, -1.58, -4.12], [0.56, 0.48, 1.62], [-0.34, -0.17, 0.52], [0.37, -0.64, 1.00], [-0.28, -0.72, 1.09], [-0.10, 0.25, -0.34], [0.37, -0.69, 0.22], [0.64, -0.17, 0.34], [-0.75, -0.47, 0.76], [-0.47, -0.01, 0.57], [-0.22, 0.48, -0.16], [0.25, -0.39, -0.07], [0.06, 0.34, 0.24], [-0.07, 0.26, -0.27], [0.18, -0.43, -0.57], [-0.63, 0.22, 0.25], [0.47, 0.18, -0.64], [-0.05, -0.57, -0.53], [-0.13, 0.69, -0.10], [-0.44, 0.03, 0.34], [0.01, 0.54, -0.04], [-0.20, 0.26, -0.19], [0.13, -0.36, -0.32], [-0.11, 0.14, 0.28], [-2.18, -0.30, 0.57], [4.28, -0.93, -0.63], [-0.01, -0.50, 1.59], [0.08, 1.64, 0.11], [0.13, -1.55, 0.84], [-1.68, 2.17, -0.43], [1.52, -0.51, -1.22], [-0.80, 1.14, -0.16], [0.60, -1.47, 1.90], [0.34, -0.58, 0.98], [-0.70, 1.32, 0.13], [0.09, 0.11, -0.11], [0.31, 0.18, -0.12], [-0.71, -0.45, -0.18], [0.27, 0.27, -0.10], [-0.45, -0.84, 0.30], [0.01, 0.25, -0.51], [-0.20, -0.04, -0.40], [-1.09, -0.01, -0.47], [0.46, -0.71, -0.20], [0.47, 0.28, -0.02], [-0.32, -0.22, -0.55], [-0.66, 0.18, -0.18], [0.05, -0.25, -0.52], [0.26, 0.61, -0.29], [0.00, -0.06, 0.16], [-0.35, 0.06, -0.42], [0.13, 0.37, -0.20], [-0.17, -0.24, 0.00], [0.18, 0.00, 0.09]]}

=====

2.
{"formula": "C36H87ClN8O11P4", "method": "ωB97M-V/def2-TZVPD", "smiles": "CCCCCCCCCCCCCCC[C@@H](O[C@@H](COO)[C@@](CC(=O)Cl)(OCNCC)P(O)O)P(=N)(O)O.CN(C)P(=O)(N(C)C)N(C)C.CN(C)P(=O)(N(C)C)N(C)C", "symbols": ["C", "C", "C", "C", "C", "C", "C", "C", "C", "C", "C", "C", "C", "C", "C", "C", "O", "C", "C", "O", "O", "C", "C", "C", "O", "Cl", "O", "C", "N", "C", "C", "P", "O", "O", "P", "N", "O", "O", "H", "H", "H", "H", "H", "H", "H", "H", "H", "H", "H", "H", "H", "H", "H", "H", "H", "H", "H", "H", "H", "H", "H", "H", "H", "H", "H", "H", "H", "H", "H", "H", "H", "H", "H", "H", "H", "H", "H", "H", "H", "H", "H", "H", "H", "H", "H", "H", "H", "H", "H", "O", "P", "N", "C", "C", "N", "C", "C", "N", "C", "C", "H", "H", "H", "H", "H", "H", "H", "H", "H", "H", "H", "H", "H", "H", "H", "H", "H", "H", "O", "P", "N", "C", "C", "N", "C", "C", "N", "C", "C", "H", "H", "H", "H", "H", "H", "H", "H", "H", "H", "H", "H", "H", "H", "H", "H", "H", "H"], "xyz": [[0.445, -1.890, 1.959], [1.518, -1.524, 0.902], [2.153, -2.708, 0.155], [2.943, -2.316, -1.118], [3.516, -0.892, -1.091], [4.289, -0.619, -2.397], [3.449, -0.580, -3.706], [1.994, -0.136, -3.579], [1.808, 1.374, -3.285], [0.760, 1.991, -4.246], [0.019, 3.197, -3.616], [-1.432, 2.882, -3.227], [-2.475, 3.278, -4.311], [-2.925, 2.069, -5.196], [-4.425, 1.667, -4.960], [-4.465, 0.250, -4.396], [-5.710, -0.211, -3.923], [-6.178, 0.424, -2.766], [-7.651, 0.034, -2.647], [-7.822, -1.355, -2.453], [-8.570, -1.913, -3.504], [-5.318, 0.133, -1.499], [-6.183, 0.027, -0.211], [-5.327, -0.258, 1.011], [-4.680, 0.554, 1.589], [-5.327, -1.933, 1.662], [-4.397, -0.920, -1.624], [-4.939, -2.222, -1.736], [-3.774, -3.107, -1.810], [-2.862, -2.693, -2.878], [-1.621, -1.929, -2.376], [-4.209, 1.691, -1.273], [-2.847, 1.130, -0.543], [-4.995, 2.715, -0.273], [-4.087, -0.879, -5.840], [-4.704, -0.358, -7.162], [-4.667, -2.375, -5.543], [-2.487, -0.997, -6.049], [-0.498, -1.402, 1.710], [0.218, -2.956, 2.014], [0.709, -1.509, 2.946], [1.001, -0.932, 0.137], [2.295, -0.869, 1.293], [2.770, -3.266, 0.865], [1.341, -3.389, -0.125], [3.798, -2.993, -1.200], [2.325, -2.487, -2.002], [4.241, -0.854, -0.274], [2.752, -0.131, -0.943], [4.930, 0.262, -2.303], [4.983, -1.461, -2.497], [3.472, -1.593, -4.120], [3.965, 0.038, -4.445], [1.419, -0.697, -2.841], [1.525, -0.344, -4.547], [1.501, 1.534, -2.247], [2.771, 1.880, -3.396], [1.318, 2.310, -5.127], [0.024, 1.227, -4.501], [0.080, 4.034, -4.317], [0.589, 3.530, -2.744], [-1.475, 1.815, -2.976], [-1.669, 3.454, -2.325], [-1.922, 3.929, -4.992], [-3.319, 3.797, -3.865], [-2.822, 2.313, -6.252], [-2.281, 1.237, -4.923], [-4.966, 1.757, -5.899], [-4.816, 2.421, -4.277], [-3.638, 0.129, -3.682], [-6.211, 1.521, -2.871], [-8.183, 0.648, -1.915], [-8.084, 0.279, -3.620], [-7.907, -2.053, -4.199], [-6.893, -0.804, -0.273], [-6.789, 0.917, -0.053], [-5.513, -2.536, -0.866], [-5.512, -2.357, -2.660], [-4.078, -4.054, -1.987], [-2.515, -3.597, -3.389], [-3.365, -2.065, -3.618], [-1.558, -0.982, -2.939], [-1.752, -1.627, -1.340], [-0.681, -2.451, -2.540], [-2.339, 0.728, -1.261], [-4.651, 2.697, 0.636], [-5.324, -1.086, -7.501], [-3.952, -3.021, -5.621], [-2.009, -1.257, -5.245], [5.137, -3.272, 2.842], [6.174, -3.107, 3.935], [7.023, -4.599, 3.718], [6.490, -5.879, 4.140], [7.656, -4.695, 2.409], [5.022, -3.041, 5.215], [4.808, -4.080, 6.190], [3.788, -2.348, 4.854], [7.402, -2.528, 4.984], [8.560, -3.243, 5.488], [7.189, -1.236, 5.626], [7.215, -6.668, 3.927], [5.542, -6.133, 3.646], [6.354, -5.919, 5.219], [8.288, -3.819, 2.229], [6.924, -4.761, 1.595], [8.311, -5.567, 2.358], [4.321, -4.964, 5.756], [4.168, -3.715, 6.998], [5.742, -4.378, 6.672], [3.101, -3.000, 4.301], [3.992, -1.476, 4.234], [3.283, -1.983, 5.752], [8.270, -4.024, 6.196], [9.234, -2.557, 6.007], [9.153, -3.688, 4.693], [6.867, -1.367, 6.664], [6.425, -0.660, 5.106], [8.100, -0.633, 5.614], [1.172, 2.816, 2.466], [0.124, 3.904, 2.393], [0.611, 4.861, 3.748], [0.336, 4.482, 5.119], [1.962, 5.387, 3.604], [-1.257, 2.893, 2.607], [-2.113, 2.895, 3.770], [-1.152, 1.546, 2.053], [-0.900, 5.160, 1.823], [-1.212, 6.422, 2.468], [-1.727, 4.880, 0.655], [0.709, 5.252, 5.797], [0.791, 3.521, 5.398], [-0.734, 4.441, 5.315], [2.062, 5.922, 2.653], [2.723, 4.598, 3.634], [2.182, 6.111, 4.392], [-1.623, 2.453, 4.647], [-3.019, 2.315, 3.573], [-2.458, 3.903, 4.014], [-0.629, 0.858, 2.731], [-0.615, 1.561, 1.106], [-2.143, 1.142, 1.847], [-1.827, 6.274, 3.360], [-1.769, 7.070, 1.786], [-0.321, 6.982, 2.740], [-2.760, 4.667, 0.952], [-1.351, 4.019, 0.103], [-1.731, 5.723, -0.040]], "atomic_forces_ev_per_a": [[0.16, 0.37, -0.17], [-0.61, -0.08, -0.62], [-0.33, -0.04, 0.33], [0.02, 0.03, 0.77], [0.42, -0.38, -0.90], [0.01, -0.26, 0.01], [0.15, -0.58, 0.66], [0.11, 0.70, -0.31], [-0.32, -0.51, -0.26], [0.48, 0.47, 0.91], [0.49, -0.16, -0.34], [-0.08, 0.85, 0.04], [1.03, -1.11, -0.60], [-0.98, 0.68, 0.71], [1.00, 0.54, -0.05], [0.76, -0.39, -0.95], [0.28, 0.12, 0.12], [-0.83, -0.08, 0.89], [0.04, 0.38, -1.17], [0.37, 0.05, 0.89], [-0.38, -0.12, -0.51], [0.03, 0.70, 1.66], [-0.45, -1.71, -0.14], [0.27, 0.55, 0.39], [-0.12, -0.08, -0.07], [-0.18, 0.36, -0.32], [-0.47, 0.06, 0.13], [0.71, -1.41, -0.53], [0.20, 0.50, -0.08], [0.66, -0.32, 0.16], [-0.47, 0.75, -0.46], [0.64, 0.83, -2.67], [-0.87, 0.05, 0.51], [0.72, -0.64, 0.58], [-1.08, 0.22, -2.06], [-0.17, 0.00, 0.52], [0.70, 0.31, 0.63], [-0.23, -0.38, 1.07], [-0.02, 0.00, -0.03], [0.28, -0.06, 0.05], [0.09, -0.25, 0.07], [0.06, 0.14, 0.04], [-0.07, -0.08, 0.23], [0.18, 0.06, -0.12], [0.07, -0.02, -0.01], [-0.06, -0.05, -0.16], [-0.03, 0.14, -0.03], [-0.16, 0.24, 0.13], [-0.02, -0.01, 0.15], [-0.25, 0.16, 0.06], [0.14, 0.14, -0.08], [-0.15, 0.03, -0.04], [-0.11, 0.11, 0.02], [0.20, -0.22, 0.03], [-0.03, -0.02, 0.03], [-0.02, -0.08, -0.02], [-0.07, 0.13, -0.03], [-0.33, -0.21, -0.28], [0.09, 0.00, -0.27], [-0.33, 0.07, 0.08], [-0.08, -0.08, 0.06], [-0.24, 0.07, 0.06], [-0.03, -0.21, 0.09], [-0.37, 0.46, 0.16], [-0.03, 0.05, -0.10], [0.29, -0.21, -0.01], [0.14, -0.09, -0.40], [-0.17, -0.34, 0.07], [-0.26, -0.39, 0.27], [-0.37, 0.06, 0.37], [0.17, -0.02, -0.20], [0.06, -0.29, 0.28], [-0.08, 0.05, 0.08], [0.11, -0.01, 0.08], [0.02, 0.05, -0.22], [0.36, 0.24, 0.13], [-0.19, 0.30, -0.04], [-0.28, 0.60, 0.14], [-0.19, 0.03, 0.16], [-0.08, 0.02, -0.08], [-0.16, -0.26, 0.23], [0.22, -0.05, 0.03], [0.14, -0.29, 0.18], [0.00, -0.12, 0.25], [0.19, 0.02, 0.15], [-0.32, -0.24, 0.11], [0.01, 0.21, -0.40], [-0.15, -0.12, 0.04], [0.13, 0.14, -0.08], [1.79, 2.77, -1.43], [-1.59, -5.17, 3.09], [0.87, -0.17, 0.15], [-0.36, 0.04, 0.21], [-0.06, 0.33, -0.17], [-0.42, 1.05, 0.09], [0.33, 0.07, 0.28], [-0.28, -0.35, -0.06], [-0.26, 1.59, -1.40], [0.58, -0.14, -0.49], [-0.05, 0.14, -0.05], [0.04, 0.11, -0.22], [0.00, -0.08, 0.04], [-0.15, 0.11, -0.03], [-0.09, 0.03, -0.04], [0.04, 0.00, -0.03], [-0.04, -0.04, 0.16], [0.02, -0.06, 0.07], [-0.04, 0.11, -0.09], [0.05, -0.09, -0.15], [-0.08, 0.12, -0.01], [0.00, -0.08, -0.06], [0.10, -0.13, 0.12], [-0.05, -0.05, -0.09], [-0.23, 0.18, 0.00], [-0.09, -0.15, 0.02], [-0.01, -0.01, -0.01], [-0.08, -0.06, 0.05], [0.03, -0.07, -0.03], [0.66, 1.34, -2.99], [-2.55, -0.81, 5.31], [-0.09, 0.82, 0.10], [-0.26, -0.34, 0.04], [0.13, -0.10, -0.34], [-0.10, -0.74, -0.68], [-0.29, 0.53, -0.02], [0.40, -0.23, 0.29], [1.22, -0.42, -1.72], [0.54, 0.51, 0.01], [0.07, -0.07, -0.12], [0.21, 0.01, -0.14], [-0.02, 0.01, 0.08], [0.01, -0.17, -0.10], [0.03, -0.10, -0.03], [0.03, 0.03, -0.01], [-0.16, -0.03, 0.06], [-0.07, 0.02, 0.05], [0.09, -0.08, -0.12], [0.17, 0.05, 0.09], [0.03, 0.00, -0.07], [0.08, -0.03, 0.05], [-0.07, 0.14, 0.13], [0.09, -0.04, 0.05], [-0.04, -0.24, -0.15], [0.00, -0.07, 0.16], [0.00, 0.00, -0.01], [-0.06, -0.08, 0.08], [0.02, 0.04, 0.06]]}

=====

no.,LUMO level (eV),HOMO level (Ha),HOMO-LUMO gap (eV)
1,0.440,-0.2878,8.27
2,0.307,-0.2955,8.35